# 1
Computed, not measured: the ion C6H7N2O3 with charge -1, with ωB97M-V with the def2-TZVPD basis set.

Results
SMILES: C[C@]1([O-])O[C@]1(O)c1ncc[nH]1
Total charge: -1
Strongest force on any atom, eV/A: 4.61
ΔE to the lowest compared entry with this formula, charge and spin, kJ/mol: 139.7
DFT total energy, Eh: -568.05552
HOMO-LUMO gap, eV: 7.18

Positions of all 18 atoms, in Å:
C 0.2697 -1.9041 0.9310
C -0.9234 -1.5825 0.0829
O -2.0871 -2.1049 0.2946
O -0.5371 -1.2497 -1.2826
C -1.1843 -0.1277 -0.4625
O -2.5355 0.0669 -0.4909
C -0.2111 0.9546 -0.3668
N -0.2663 2.1305 0.2694
C 0.9406 2.7115 0.2049
C 1.7955 1.8365 -0.4079
N 1.0465 0.7252 -0.7170
H 0.7010 -2.8322 0.5292
H -0.1781 -2.0856 2.0384
H 1.0278 -1.1052 0.8982
H -2.8322 -0.8577 -0.0993
H 0.9000 3.6470 0.5235
H 2.9004 1.8865 -0.5594
H 1.1737 -0.1093 -1.3858

Cartesian forces (eV/Å) of the 2 atoms listed first:
-1.05 -0.68 2.19
-0.70 2.40 0.12

=====

# 2
Computed, not measured: an isolated molecule of C3H3NO, with ωB97M-V with the def2-TZVPD basis set.

Results
SMILES: C=C=CN=O
Strongest force on any atom, eV/A: 0.64
ΔE to the lowest compared entry with this formula, charge and spin, kJ/mol: 365.6
DFT total energy, Eh: -245.95231
HOMO-LUMO gap, eV: 8.72

Positions of all 8 atoms, in Å:
C 1.1065 0.9472 -0.0121
C -0.1380 0.5664 -0.0769
C -1.1905 -0.2135 -0.0483
N -0.9335 -1.6603 0.0976
O 0.2250 -1.9675 0.1906
H 1.7350 0.9902 -0.8987
H 1.5513 1.1662 0.9549
H -2.2385 0.0579 -0.1149

Cartesian forces (eV/Å) of the 2 atoms listed first:
-0.33 -0.15 -0.06
0.34 -0.11 0.13

=====

# 3
Computed, not measured: a structure of composition C2H7N2O, with ωB97M-V with the def2-TZVPD basis set.

Results
Total charge: +1
Strongest force on any atom, eV/A: 3.30
ΔE to the lowest compared entry with this formula, charge and spin, kJ/mol: 615.3
DFT total energy, Eh: -264.69683
HOMO-LUMO gap, eV: 10.61

Positions of all 12 atoms, in Å:
C 0.3895 1.7570 0.3746
C -1.0635 -1.8722 -0.3284
N 0.6292 0.4247 0.4034
N -0.6170 -0.9993 -1.1732
O 1.8116 1.2682 0.4651
H 0.0103 2.2304 -0.4732
H 0.1162 2.2370 1.3346
H -1.7228 -2.7410 -0.7504
H -0.7150 -1.8879 0.6809
H 2.3381 1.3875 1.2838
H 0.3353 -0.2976 -0.5693
H -1.1310 -1.1310 -2.0510

Cartesian forces (eV/Å) of the 2 atoms listed first:
-0.16 0.58 2.89
-0.55 -1.23 -2.83

=====

# 4
Computed, not measured: an isolated molecule of C12H10FNO2, with ωB97M-V with the def2-TZVPD basis set.

Results
SMILES: Cc1ccc(C(=O)Nc2ccc(F)cc2)o1
Strongest force on any atom, eV/A: 1.03
DFT total energy, Eh: -768.38648
HOMO-LUMO gap, eV: 8.93

Positions of all 26 atoms, in Å:
C 3.9656 -0.3901 -3.3740
C 3.0972 -0.6209 -2.1921
C 3.2252 -1.4765 -1.1295
C 2.0985 -1.2615 -0.3123
C 1.3528 -0.2847 -0.9316
C 0.0819 0.3847 -0.6033
O -0.4051 1.2435 -1.3066
N -0.4699 -0.0719 0.5679
C -1.6563 0.3240 1.1850
C -2.0044 -0.3022 2.3827
C -3.1650 0.0409 3.0470
C -3.9786 1.0185 2.5033
F -5.1158 1.3585 3.1490
C -3.6558 1.6534 1.3184
C -2.4927 1.3062 0.6576
O 1.9727 0.0938 -2.0715
H 4.8346 -1.0390 -3.3279
H 3.4138 -0.5909 -4.2912
H 4.2920 0.6484 -3.4039
H 4.0225 -2.1696 -0.9558
H 1.8881 -1.7719 0.6066
H 0.0382 -0.7929 1.0584
H -1.3594 -1.0645 2.7963
H -3.4421 -0.4375 3.9728
H -4.3114 2.4115 0.9208
H -2.2263 1.7906 -0.2662

Cartesian forces (eV/Å) of the 2 atoms listed first:
-0.32 0.19 0.06
0.62 -0.73 0.39

=====

# 5
Computed, not measured: a structure of composition C3H4BeO3, with ωB97M-V with the def2-TZVPD basis set.

Results
Strongest force on any atom, eV/A: 4.35
ΔE to the lowest compared entry with this formula, charge and spin, kJ/mol: 0.0
DFT total energy, Eh: -357.18252
HOMO-LUMO gap, eV: 8.16

Positions of all 11 atoms, in Å:
O 0.9540 0.8387 -0.0251
C 1.7787 0.0019 0.0327
O 2.6284 -0.7535 -0.1496
C -1.7139 1.3815 -0.8619
C -2.2980 0.1474 -0.1402
O -1.3685 -0.3777 0.8167
Be -0.5140 0.9244 0.2394
H -1.6000 1.2212 -1.9459
H -2.3265 2.2857 -0.7183
H -2.5374 -0.6512 -0.8715
H -3.2454 0.4010 0.3764

Cartesian forces (eV/Å) of the 2 atoms listed first:
2.79 -0.02 0.56
1.28 -0.98 -1.53

=====

Question: Which formula does entry 3 have?
Answer: C2H7N2O

=====

Question: What is the HOMO-LUMO gap in the fifth record?
Answer: 8.16 eV

=====

Question: Number 1 is which compound?
Answer: C6H7N2O3

=====

Question: Which value of strongest force on any atom does entry 1 give?
Answer: 4.61 eV/A